# 1
DFT (ωB97M-V/def2-TZVPD) results for an isolated molecule of C23H14F4N4O2S at a distorted geometry.

Each line ends with the Mulliken charge.
Positions of all 48 atoms, in Å:
F -2.13 -4.30 4.66  -0.308
C -1.95 -3.39 3.78  0.397
C -2.86 -3.39 2.68  -0.830
C -2.93 -2.33 1.81  -0.582
C -2.03 -1.26 1.92  0.448
C -1.83 -0.20 0.79  1.223
C -2.89 -0.03 -0.04  -0.633
C -2.76 0.78 -1.16  -0.792
C -1.57 1.40 -1.46  -0.672
C -0.45 1.27 -0.65  0.203
C 0.83 1.79 -1.13  0.080
N 0.98 2.82 -2.06  -0.440
C 2.14 3.22 -2.47  0.851
C 2.18 4.22 -3.46  0.685
C 3.21 4.63 -4.36  -0.815
C 2.77 5.79 -4.94  -0.251
O 1.55 6.17 -4.47  -0.354
C 1.16 5.16 -3.58  -0.579
C 3.25 2.57 -2.07  -0.552
C 3.22 1.55 -1.09  -0.253
C 4.37 1.11 -0.20  0.898
F 4.01 1.34 1.03  -0.225
F 4.61 -0.25 -0.24  -0.280
F 5.60 1.65 -0.50  -0.282
N 2.01 1.25 -0.67  -0.458
C -0.64 0.54 0.60  -0.668
C -1.08 -1.36 3.02  -0.081
C -0.90 -2.41 3.96  -0.304
C 0.22 -2.40 5.08  -0.061
N 0.27 -1.11 5.66  -0.162
O 1.53 -0.56 5.61  -0.212
C 2.33 -1.39 4.95  0.162
S 3.95 -1.10 4.93  -0.330
N 1.60 -2.56 4.61  -0.200
H -3.53 -4.31 2.65  0.282
H -3.61 -2.50 0.95  0.223
H -3.81 -0.54 0.03  0.350
H -3.51 0.84 -1.92  0.362
H -1.53 2.11 -2.33  0.324
H 4.06 4.15 -4.73  0.448
H 3.31 6.29 -5.77  0.374
H 0.22 5.18 -3.00  0.416
H 4.24 2.86 -2.33  0.561
H 0.26 0.46 1.18  0.630
H -0.27 -0.67 3.15  0.411
H -0.07 -3.19 5.81  0.429
H -0.20 -1.03 6.57  0.279
H 2.05 -3.45 4.59  0.288

HOMO: -8.6 eV
Relative energy (zero: lowest compared OMol25 entry of this formula, charge and spin): 38.6 kJ/mol
Kohn-Sham gap: 8.242 eV
Structure (SMILES): Fc1ccc(-c2cccc(-c3nc(-c4ccoc4)cc(C(F)(F)F)n3)c2)cc1[C@@H]1NOC(=S)N1

***

# 2
DFT (ωB97M-V/def2-TZVPD) results for a cluster of 2 separate species, C2H9N3O in total at a distorted geometry.

Each line ends with the Mulliken charge.
Positions of all 15 atoms, in Å:
C 1.56 -0.39 0.11  1.096
C 0.44 0.51 -0.16  -0.590
N 2.16 -1.11 -0.80  -0.366
N 1.83 -0.50 1.38  -0.401
N -3.13 0.45 0.04  -0.483
O 0.83 1.36 -1.11  -0.326
H 2.89 -1.73 -0.39  0.247
H 2.01 -1.04 -1.83  0.272
H 2.72 -0.99 1.70  0.288
H -3.56 -0.52 0.09  0.431
H 1.09 -0.07 1.98  0.277
H -3.38 0.86 0.91  0.395
H -2.04 0.30 0.13  0.376
H -3.56 0.86 -0.78  0.380
H 0.12 2.02 -1.29  0.404

HOMO: -18.6 eV
Relative energy (zero: lowest compared OMol25 entry of this formula, charge and spin): 64.4 kJ/mol
Kohn-Sham gap: 9.634 eV
Net charge: +2

***

# 3
DFT (ωB97M-V/def2-TZVPD) results for a structure of composition C35H31CrF5N5O6S2.

Each line ends with the Mulliken spin population.
Positions of all 85 atoms, in Å:
Cr 0.36 -0.25 0.00  3.058
C 4.26 -0.26 3.53  0.000
C 3.98 -0.27 2.02  0.012
C 3.85 -1.66 1.45  -0.022
C 5.02 -2.40 1.32  0.004
C 5.00 -3.69 0.82  -0.004
C 3.79 -4.24 0.44  0.004
C 2.60 -3.53 0.54  -0.024
C 1.33 -4.20 0.09  -0.005
C 0.31 -4.45 1.19  0.004
C 2.62 -2.22 1.05  0.010
N 1.42 -1.47 1.23  -0.073
C 1.18 -1.19 2.54  -0.005
C 0.56 -0.06 2.90  0.020
C -0.44 1.28 4.55  0.021
C -0.76 2.20 3.64  -0.015
C -0.38 1.95 2.26  0.046
N 0.24 0.88 1.92  -0.012
H 4.42 0.76 3.88  0.000
H 5.15 -0.84 3.77  0.000
H 3.42 -0.68 4.09  0.000
H 4.81 0.23 1.51  -0.001
H 3.09 0.32 1.80  0.003
H 5.96 -1.94 1.61  0.000
H 5.92 -4.25 0.71  0.000
H 3.76 -5.25 0.04  0.000
H 1.61 -5.16 -0.37  0.000
H 0.88 -3.61 -0.70  0.003
H 0.71 -5.10 1.97  0.000
H -0.59 -4.92 0.78  0.000
H 0.00 -3.51 1.65  -0.002
H 1.50 -1.90 3.31  0.003
H -0.69 1.34 5.61  0.001
H -1.33 3.08 3.91  0.000
H -0.62 2.65 1.48  0.006
C -6.66 3.43 -0.01  0.000
C -5.62 2.43 0.43  0.000
C -4.60 2.03 -0.42  0.000
C -3.61 1.14 -0.01  0.018
C -3.66 0.61 1.27  0.001
C -4.68 0.99 2.13  0.000
C -5.65 1.89 1.72  0.000
S -2.36 -0.49 1.92  0.014
O -3.16 -1.65 2.42  -0.002
O 0.26 0.17 4.27  0.013
N -1.51 -0.87 0.60  -0.008
C -2.13 -1.83 -0.30  0.008
C -1.10 -2.30 -1.30  0.006
O -1.34 -3.24 -2.05  0.007
O 0.03 -1.66 -1.27  0.001
H -6.72 3.47 -1.10  0.000
H -6.42 4.43 0.35  0.000
H -7.64 3.17 0.38  0.000
H -4.56 2.42 -1.43  0.000
H -2.81 0.86 -0.67  -0.004
H -4.72 0.56 3.13  0.001
H -6.44 2.19 2.40  0.000
H -2.99 -1.41 -0.86  0.000
H -2.51 -2.70 0.24  -0.002
F 4.17 -0.37 -6.30  0.000
C 3.77 -0.10 -5.04  0.000
C 3.42 -1.11 -4.17  0.001
F 3.50 -2.39 -4.59  0.000
C 3.02 -0.82 -2.88  0.014
F 2.76 -1.85 -2.08  0.006
C 2.94 0.49 -2.39  -0.013
S 2.46 0.92 -0.78  -0.063
C 3.31 1.48 -3.30  0.012
F 3.27 2.78 -2.95  0.000
C 3.72 1.21 -4.60  0.001
F 4.06 2.21 -5.43  0.000
C -2.18 4.40 -1.76  0.000
N -1.75 3.07 -2.16  0.001
C -2.27 2.49 -3.29  0.000
C -1.82 1.30 -3.69  0.001
C -0.73 0.67 -2.94  0.029
O -0.02 -0.16 -3.48  0.002
N -0.56 1.09 -1.62  -0.077
C -0.89 2.35 -1.30  -0.002
O -0.52 2.93 -0.28  0.006
H -2.33 5.01 -2.66  0.000
H -1.41 4.84 -1.14  0.000
H -3.11 4.37 -1.19  0.000
H -3.01 3.07 -3.82  0.000
H -2.17 0.83 -4.60  0.000

HOMO (spin up / spin down): -1.5 / -1.6 eV
Relative energy (zero: lowest compared OMol25 entry of this formula, charge and spin): 45.7 kJ/mol
Kohn-Sham gap (spin up / spin down): 5.516 / 5.676 eV
Net charge: -2
Multiplicity: 4

***

# 4
DFT (ωB97M-V/def2-TZVPD) results for a structure of composition C4H6Cl2FNS at a distorted geometry.

Each line ends with the Mulliken charge.
Positions of all 15 atoms, in Å:
C -0.07 -0.43 1.42  0.392
C 0.78 0.36 0.63  -0.171
C 0.78 1.68 0.56  -0.279
C -1.38 0.45 -0.82  -0.305
H 0.54 0.40 3.34  0.294
H -0.82 -0.62 3.34  0.277
H 0.18 2.30 1.32  0.168
H 1.39 2.26 -0.10  0.315
H -2.25 0.12 -1.33  0.416
H -1.05 -0.11 0.18  0.282
N 0.04 -0.39 2.79  -0.444
F -1.20 1.74 -0.60  -0.218
S -1.18 -1.43 0.71  -0.331
Cl 1.74 -0.49 -0.57  -0.180
Cl 0.07 0.10 -1.96  -0.215

HOMO: -7.3 eV
Kohn-Sham gap: 6.666 eV

***

# 5
DFT (ωB97M-V/def2-TZVPD) results for an isolated molecule of C26H25N4O6P at a distorted geometry.

Each line ends with the Mulliken charge.
Positions of all 62 atoms, in Å:
C -4.39 -2.38 -3.61  -0.814
O -2.97 -2.28 -3.33  -0.439
C -2.56 -2.47 -2.05  0.633
C -1.18 -2.29 -1.77  -0.798
C -0.71 -2.40 -0.47  -0.282
C -1.59 -2.69 0.61  -0.342
P -1.07 -2.55 2.35  2.251
C 0.77 -2.38 2.19  -0.450
C 1.41 -1.11 2.18  -0.097
C 2.75 -0.95 1.82  -1.003
C 3.53 -2.08 1.46  0.827
O 4.82 -1.85 1.08  -0.438
C 5.64 -2.97 0.65  -0.814
C 2.93 -3.36 1.53  -0.735
C 1.58 -3.48 1.87  -0.320
C -1.59 -0.88 2.83  -0.566
C -1.34 -0.42 4.13  -0.527
C -1.51 0.92 4.46  -0.569
C -1.92 1.84 3.48  0.777
O -2.07 3.18 3.70  -0.434
C -1.72 3.71 5.00  -0.818
C -2.22 1.37 2.17  -0.954
C -2.05 0.04 1.86  0.245
C -2.94 -2.92 0.31  -0.330
C -3.42 -2.85 -1.00  -0.716
H -4.47 -2.18 -4.69  0.240
H -4.77 -3.38 -3.39  0.325
H -4.95 -1.63 -3.05  0.351
H -0.49 -2.08 -2.60  0.447
H 0.35 -2.25 -0.29  0.208
H 0.85 -0.20 2.43  0.214
H 3.21 0.04 1.83  0.433
H 6.60 -2.53 0.40  0.239
H 5.77 -3.70 1.46  0.328
H 5.21 -3.46 -0.23  0.347
H 3.53 -4.24 1.33  0.396
H 1.15 -4.48 1.85  0.333
H -1.00 -1.12 4.90  0.400
H -1.35 1.25 5.49  0.378
H -1.94 4.78 4.92  0.243
H -2.33 3.26 5.79  0.325
H -0.66 3.57 5.21  0.347
H -2.61 2.07 1.43  0.444
H -2.27 -0.30 0.84  0.249
H -3.65 -3.14 1.11  0.514
H -4.46 -3.09 -1.21  0.385
C -3.10 -3.94 7.36  -0.552
O -3.91 -4.56 6.37  -0.418
C -3.41 -4.55 5.11  0.453
N -4.04 -5.52 4.42  -0.608
C -3.57 -5.70 3.23  0.620
N -3.90 -6.79 2.44  -0.611
O -2.91 -6.85 1.54  -0.239
N -1.88 -5.77 1.81  0.675
O -0.84 -5.85 1.20  -0.736
C -2.45 -4.93 2.71  -0.402
C -1.73 -3.84 3.44  0.751
N -2.49 -3.67 4.75  -0.577
H -3.78 -3.74 8.19  0.249
H -2.31 -4.64 7.68  0.232
H -2.66 -3.03 6.95  0.204
H -0.73 -4.23 3.72  0.524

HOMO: -6.6 eV
Relative energy (zero: lowest compared OMol25 entry of this formula, charge and spin): 104.5 kJ/mol
Kohn-Sham gap: 6.646 eV

***

# 6
DFT (ωB97M-V/def2-TZVPD) results for an isolated molecule of C4H5N3O at a distorted geometry.

Each line ends with the Mulliken charge.
Positions of all 13 atoms, in Å:
H 2.07 0.43 0.30  0.307
N 1.62 1.29 -0.09  -0.796
C 0.40 1.03 0.05  0.293
N -0.52 1.94 -0.07  -0.414
C -0.18 -0.32 0.54  0.489
C -1.54 -0.56 0.09  -0.101
N -2.67 -0.69 -0.27  -0.412
C 0.55 -1.53 0.04  -0.006
O 1.91 -1.44 -0.26  -0.501
H -0.08 2.65 -0.64  0.311
H -1.49 1.63 -0.20  0.239
H -0.06 -0.10 1.61  0.321
H -0.15 -2.52 -0.35  0.271

HOMO: -9.8 eV
Relative energy (zero: lowest compared OMol25 entry of this formula, charge and spin): 384.9 kJ/mol
Kohn-Sham gap: 8.794 eV
Structure (SMILES): [H]/N=C(/N)[C@@H](C#N)C=O